Record 1
ORCA calculation (ωB97M-V with the def2-TZVPD basis set) on 2 unconnected molecules or ions with the total composition H3NO3S in a non-equilibrium geometry.

```
8
Properties=species:S:1:pos:R:3:mulliken_charge:R:1
N -0.8614 1.3860 0.0052 -0.38
O 1.3610 -0.2097 -0.6538 -0.31
O 0.9219 -0.5878 0.6444 -0.31
O -1.3513 -0.8459 -0.9119 -0.53
S -1.3490 -0.0112 0.2736 0.56
H 1.5395 -1.2406 1.0642 0.30
H -0.8183 1.9228 0.8213 0.28
H 0.5576 -0.4136 -1.2431 0.39
```

Properties
frontier orbital gap = 10.445 eV

Record 2
ORCA calculation (ωB97M-V with the def2-TZVPD basis set) on a molecular structure, H3NO3Si in a non-equilibrium geometry.

```
8
Properties=species:S:1:pos:R:3:mulliken_charge:R:1
N 0.6511 0.1617 1.0472 0.78
O 0.3624 1.3626 1.1474 -0.62
O 1.4239 -0.4124 1.7689 -0.43
O -0.6777 0.5960 -1.3364 -0.39
Si -0.2967 -0.6327 -0.3868 0.33
H -0.8162 1.5064 -1.0983 0.37
H -1.6885 -0.9626 0.0479 -0.03
H 1.0416 -1.6190 -1.1899 -0.01
```

Properties
<S²> = 2.01
frontier orbital gap (spin up / spin down) = 7.739 / 7.098 eV
2S+1 = 3

ΔE to the lowest compared entry with this formula, charge and spin per entry: 93.3, 30.4 kcal/mol
E_tot per entry: -18512.1641, -15552.7660 eV